Record 1
The following is a quantum chemistry calculation of a structure of composition C14H34BrInO10P in a non-equilibrium geometry, from the Open Molecules 2025 dataset.

```
61
C14H34BrInO10P (ωB97M-V with the def2-TZVPD basis set)
O -2.121 -1.932 1.956
C -2.539 -1.022 2.676
Br -2.147 0.816 2.085
C -3.185 -1.093 3.937
In -1.680 -0.645 5.606
P 0.003 -2.574 5.349
O 0.382 -3.157 6.641
O 1.324 -2.212 4.487
O -0.581 -3.732 4.353
H -4.034 -0.450 4.032
H -3.455 -2.119 4.076
H -2.589 -0.824 7.092
H -0.927 0.922 5.441
H 1.272 -2.674 3.656
H -1.329 -3.361 3.886
C 0.661 1.787 -2.145
O 0.463 3.187 -2.108
C -0.865 3.556 -1.797
C -1.006 4.522 -0.640
O -0.605 4.058 0.633
C 0.760 3.902 0.969
C 1.566 5.173 1.083
O 1.795 5.820 -0.158
C 1.538 7.202 -0.176
H 0.461 1.392 -3.147
H 1.701 1.578 -1.891
H 0.020 1.268 -1.428
H -1.457 2.663 -1.577
H -1.309 4.041 -2.678
H -2.082 4.684 -0.537
H -0.561 5.495 -0.868
H 1.258 3.177 0.324
H 0.733 3.469 1.971
H 2.538 4.898 1.511
H 1.071 5.852 1.784
H 0.679 7.463 0.450
H 1.311 7.484 -1.205
H 2.409 7.779 0.158
C 2.618 -3.219 -0.253
O 1.414 -3.777 -0.731
C 0.231 -3.107 -0.327
C -0.698 -2.768 -1.464
O -0.212 -1.823 -2.401
C 0.817 -2.155 -3.307
C 0.469 -3.163 -4.378
O 0.290 -4.477 -3.887
C -0.870 -5.141 -4.327
H 2.886 -3.624 0.728
H 3.408 -3.475 -0.962
H 2.558 -2.129 -0.181
H 0.475 -2.190 0.219
H -0.327 -3.762 0.354
H -1.557 -2.275 -1.005
H -1.074 -3.668 -1.957
H 1.740 -2.435 -2.793
H 1.016 -1.217 -3.834
H 1.304 -3.175 -5.092
H -0.424 -2.826 -4.913
H -1.716 -4.454 -4.425
H -1.123 -5.893 -3.581
H -0.705 -5.643 -5.289
```

Values from the calculation:
Gap between HOMO and LUMO ... 7.97 eV
LUMO ... 2.47 eV
Total charge ... -1
Highest occupied orbital energy ... -5.491 eV
E_tot ... -120048.95305 eV

Results of the Mulliken charge analysis, in e, for atoms 1 through 8: O -0.5483; C 0.5583; Br -0.2289; C -1.2872; In 0.8622; P 0.5438; O -0.6390; O -0.4665

Record 2
The following is a quantum chemistry calculation of a structure of composition C8H18N2 in a non-equilibrium geometry, from the Open Molecules 2025 dataset.

```
28
C8H18N2 (ωB97M-V with the def2-TZVPD basis set)
C -0.052 -0.788 -0.844
C 0.273 1.150 1.406
C -0.964 0.940 0.609
C 0.822 -0.354 1.766
C 0.048 -1.887 -1.775
C 1.931 -0.474 2.713
C -2.112 0.091 -1.379
C -0.081 1.493 -1.699
N 1.142 -0.949 0.579
N -0.793 0.435 -0.773
H 1.033 1.606 0.844
H 0.172 1.650 2.308
H -1.763 0.285 1.112
H -1.541 1.896 0.560
H 0.047 -0.961 2.199
H -0.154 -1.603 -2.934
H -0.716 -2.595 -1.596
H 1.106 -2.267 -1.793
H 2.144 -1.407 3.154
H 1.685 0.288 3.465
H 2.889 -0.137 2.216
H -2.613 1.115 -1.652
H -1.879 -0.447 -2.345
H -2.596 -0.514 -0.637
H -0.291 1.369 -2.755
H -0.459 2.454 -1.431
H 1.056 1.398 -1.854
H 1.665 -1.788 0.537
```

Values from the calculation:
Gap between HOMO and LUMO (alpha / beta) ... 7.12 / 9.13 eV
LUMO (alpha / beta) ... -10.82 / -9.75 eV
Total charge ... +2
Highest occupied orbital energy (alpha / beta) ... -17.942 / -18.882 eV
E_tot ... -11545.06077 eV

Results of the Mulliken charge analysis, in e, for atoms 1 through 8: C 0.3262; C -0.8552; C -0.6063; C 0.5534; C -1.3403; C -1.5245; C -0.8409; C -0.7824

Record 3
The following is a quantum chemistry calculation of a structure of composition C22H25As2NO2S2Tc, from the Open Molecules 2025 dataset.

```
55
C22H25As2NO2S2Tc (ωB97M-V with the def2-TZVPD basis set)
Tc -0.600 1.006 0.988
C -1.376 1.240 3.194
C -0.197 1.967 2.989
C -0.446 2.971 1.989
C -1.782 2.840 1.574
C -2.356 1.745 2.303
H -1.508 0.411 3.873
H 0.740 1.818 3.507
H 0.262 3.707 1.642
H -2.290 3.445 0.841
H -3.391 1.452 2.282
C -3.711 1.410 -1.134
As -2.693 0.127 -0.126
C -3.986 -0.798 0.978
C -2.237 -1.313 -1.312
C -3.062 -1.679 -2.366
C -2.800 -2.856 -3.055
C -1.741 -3.668 -2.672
C -0.914 -3.296 -1.621
C -1.153 -2.107 -0.943
As 0.069 -1.436 0.395
C 0.135 -2.692 1.855
C 1.734 -1.709 -0.539
H -3.094 1.808 -1.938
H -4.033 2.220 -0.481
H -4.593 0.927 -1.549
H -4.644 -1.350 0.309
H -4.586 -0.126 1.587
H -3.458 -1.505 1.616
H -3.905 -1.065 -2.656
H -3.431 -3.145 -3.884
H -1.551 -4.593 -3.200
H -0.086 -3.938 -1.345
H 0.285 -3.697 1.463
H -0.789 -2.657 2.428
H 0.977 -2.411 2.486
H 1.797 -2.771 -0.769
H 2.580 -1.435 0.081
H 1.713 -1.145 -1.470
O 3.167 1.929 2.642
S 2.974 0.913 1.665
O 2.952 -0.465 2.045
N 1.513 1.234 0.858
C 1.680 1.540 -0.399
S 0.169 1.746 -1.179
C 3.062 1.534 -0.865
C 3.571 1.822 -2.117
C 4.952 1.776 -2.285
C 5.791 1.456 -1.223
C 5.282 1.169 0.045
C 3.916 1.208 0.191
H 2.916 2.083 -2.938
H 5.380 1.999 -3.252
H 6.861 1.431 -1.379
H 5.937 0.923 0.870
```

Values from the calculation:
Spin multiplicity ... 2
Gap between HOMO and LUMO (alpha / beta) ... 8.68 / 7.19 eV
LUMO (alpha / beta) ... -6.59 / -8.07 eV
Total charge ... +2
Highest occupied orbital energy (alpha / beta) ... -15.271 / -15.262 eV
E_tot ... -174336.91652 eV

Results of the Mulliken charge analysis, in e, for atoms 1 through 8: Tc -0.2640; C -0.5081; C -0.5494; C -0.6283; C -0.1757; C -0.9688; H 0.5343; H 0.7299

Record 4
The following is a quantum chemistry calculation of a cluster of 10 separate species, C20H30F5N5O25 in total in a non-equilibrium geometry, from the Open Molecules 2025 dataset.

```
85
C20H30F5N5O25 (ωB97M-V with the def2-TZVPD basis set)
O -0.446 18.496 -14.300
C -1.440 19.155 -14.534
O -1.905 19.562 -15.726
C -2.998 20.439 -15.624
C -3.227 20.436 -14.174
F -4.403 19.874 -13.850
O -2.250 19.663 -13.615
H -2.745 21.437 -15.981
H -3.819 20.056 -16.230
H -3.163 21.465 -13.819
O 3.743 16.629 -6.551
C 4.241 16.158 -7.558
O 3.567 15.619 -8.565
C 4.412 15.048 -9.510
C 5.817 15.316 -8.975
F 6.201 16.426 -9.646
O 5.547 15.798 -7.632
H 4.276 13.967 -9.534
H 4.187 15.324 -10.541
H 6.571 14.530 -9.031
O 1.237 21.043 -6.518
C 2.214 21.381 -7.198
O 3.469 20.853 -7.210
C 4.258 21.414 -8.295
C 3.572 22.766 -8.372
F 3.579 23.264 -9.582
O 2.197 22.440 -8.070
H 5.291 21.504 -7.959
H 4.246 20.966 -9.289
H 4.014 23.531 -7.734
O 0.715 21.599 -15.812
C 0.452 22.262 -14.776
O -0.648 22.926 -14.502
C -0.490 23.769 -13.348
C 0.537 22.984 -12.622
F -0.103 22.068 -11.945
O 1.236 22.410 -13.649
H -0.078 24.752 -13.576
H -1.425 23.980 -12.828
H 1.269 23.458 -11.968
O 4.095 20.116 -14.388
C 4.630 19.320 -15.110
O 5.441 19.679 -16.167
C 6.160 18.566 -16.607
C 5.128 17.517 -16.243
F 5.846 16.464 -15.731
O 4.311 18.004 -15.212
H 6.511 18.677 -17.633
H 7.053 18.473 -15.989
H 4.572 17.127 -17.095
C 1.257 16.203 -15.351
N 0.526 16.044 -16.694
O 0.741 17.023 -17.459
O -0.184 15.053 -16.919
H 0.590 15.845 -14.568
H 1.511 17.262 -15.325
H 2.186 15.649 -15.491
C 0.817 18.096 -7.544
N -0.353 18.175 -8.456
O -1.000 17.127 -8.562
O -0.535 19.138 -9.165
H 1.171 17.068 -7.620
H 0.523 18.437 -6.551
H 1.535 18.803 -7.958
C 6.643 19.368 -12.366
N 7.758 19.889 -13.128
O 8.757 20.241 -12.490
O 7.680 19.911 -14.410
H 6.316 18.535 -12.988
H 5.869 20.106 -12.157
H 7.142 18.972 -11.481
C 1.892 19.468 -12.132
N 2.675 18.490 -11.367
O 2.128 17.389 -11.150
O 3.731 18.826 -10.859
H 2.448 20.406 -12.126
H 0.931 19.619 -11.640
H 1.767 19.077 -13.141
C -0.054 15.000 -11.210
N -0.578 13.844 -11.943
O -1.357 13.053 -11.401
O -0.351 13.799 -13.156
H -0.138 14.828 -10.137
H -0.714 15.818 -11.498
H 1.020 15.178 -11.282
```

Values from the calculation:
Gap between HOMO and LUMO ... 10.07 eV
LUMO ... -0.54 eV
SMILES string ... O=C1OC[C@@H](F)O1.O=C1OC[C@@H](F)O1.O=C1OC[C@@H](F)O1.O=C1OC[C@@H](F)O1.O=C1OC[C@@H](F)O1.C[N+](=O)[O-].C[N+](=O)[O-].C[N+](=O)[O-].C[N+](=O)[O-].C[N+](=O)[O-]
Total charge ... 0
Highest occupied orbital energy ... -10.603 eV
E_tot ... -93436.29051 eV

Results of the Mulliken charge analysis, in e, for atoms 1 through 8: O -0.3103; C 0.5114; O -0.3524; C -0.3633; C 0.4829; F -0.3423; O -0.2946; H 0.2330

Record 5
The following is a quantum chemistry calculation of a structure of composition C31H38N2P2PtSe3Si2Te in a non-equilibrium geometry, from the Open Molecules 2025 dataset.

```
80
C31H38N2P2PtSe3Si2Te (ωB97M-V with the def2-TZVPD basis set)
Pt -1.475 0.207 -1.382
C -4.678 -1.204 1.733
Si -3.965 0.441 1.242
C -5.054 1.226 -0.021
C -4.016 1.526 2.784
N -2.391 0.286 0.620
P -0.969 -0.189 1.174
C -0.149 -0.976 -0.091
P 1.139 -0.370 -1.028
N 0.591 0.115 -2.441
Si 1.238 0.375 -3.985
C 3.117 0.508 -3.989
C 0.820 -1.003 -5.149
C 0.583 1.956 -4.695
C 2.166 0.968 -0.299
C 2.990 0.755 0.807
C 3.742 1.794 1.346
C 3.658 3.067 0.795
C 2.815 3.297 -0.286
C 2.074 2.250 -0.830
C 2.355 -1.755 -1.295
C 1.784 -3.003 -1.584
C 2.581 -4.096 -1.908
C 3.968 -3.965 -1.941
C 4.546 -2.737 -1.658
C 3.740 -1.641 -1.345
C -0.161 1.261 1.980
C 0.828 1.139 2.957
C 1.410 2.267 3.534
C 1.021 3.534 3.123
C 0.052 3.670 2.133
C -0.538 2.542 1.567
C -1.242 -1.374 2.571
C -1.516 -0.989 3.885
C -1.884 -1.928 4.846
C -1.996 -3.269 4.495
C -1.738 -3.663 3.188
C -1.360 -2.725 2.232
H -5.762 -1.120 1.923
H -4.198 -1.585 2.646
H -4.518 -1.930 0.922
H -6.089 1.324 0.350
H -5.058 0.625 -0.940
H -4.670 2.217 -0.285
H -5.043 1.891 2.946
H -3.354 2.396 2.681
H -3.714 0.967 3.681
H 3.583 -0.483 -3.910
H 3.477 1.123 -3.152
H 3.455 0.975 -4.926
H 1.212 -1.952 -4.762
H 1.250 -0.828 -6.149
H -0.266 -1.106 -5.243
H 1.070 2.825 -4.230
H -0.494 2.018 -4.493
H 0.751 2.011 -5.783
H 3.034 -0.233 1.255
H 4.380 1.613 2.202
H 4.236 3.881 1.219
H 2.728 4.293 -0.703
H 1.403 2.412 -1.670
H 0.705 -3.105 -1.535
H 2.117 -5.050 -2.132
H 4.592 -4.817 -2.190
H 5.625 -2.624 -1.690
H 4.207 -0.685 -1.157
H 1.150 0.150 3.269
H 2.174 2.154 4.295
H 1.476 4.413 3.566
H -0.244 4.658 1.797
H -1.294 2.629 0.795
H -1.454 0.057 4.163
H -2.096 -1.612 5.861
H -2.293 -4.001 5.238
H -1.849 -4.702 2.902
H -1.179 -3.015 1.203
Se -2.864 1.662 -2.866
Se -4.117 -0.188 -3.688
Te -2.402 -1.922 -2.822
Se -3.752 -3.631 -1.672
```

Values from the calculation:
Gap between HOMO and LUMO (alpha / beta) ... 4.19 / 4.20 eV
LUMO (alpha / beta) ... 4.14 / 4.14 eV
Total charge ... -2
Highest occupied orbital energy (alpha / beta) ... -0.057 / -0.058 eV
E_tot ... -276661.73594 eV

Results of the Mulliken charge analysis, in e, for atoms 1 through 8: Pt 1.8926; C -0.6398; Si -0.2501; C -0.8477; C -1.0609; N -0.0597; P 1.8207; C -2.1244

Record 6
The following is a quantum chemistry calculation of a structure of composition C8H14BrGaN4OS in a non-equilibrium geometry, from the Open Molecules 2025 dataset.

```
30
C8H14BrGaN4OS (ωB97M-V with the def2-TZVPD basis set)
Ga -0.139 -0.913 0.671
C -1.719 3.914 2.894
C -2.303 2.606 2.102
C -3.573 2.565 1.723
C -4.005 1.686 0.946
C -2.437 0.661 0.468
Br -2.750 -1.308 -0.380
N -1.290 0.938 0.596
C -1.279 2.211 1.322
H -2.090 4.919 2.269
H -0.847 4.222 3.540
H -2.772 4.105 3.875
H -4.677 3.201 2.314
H -4.739 0.940 0.948
H -0.151 2.462 2.132
N 0.274 -0.776 -1.625
C 1.590 -0.595 -1.589
C 2.646 -0.997 -0.312
N 1.959 -0.043 0.461
H 0.012 -1.830 -1.685
H -0.312 -0.413 -2.254
H 2.065 0.500 -1.630
H 2.189 -1.266 -2.471
H 3.518 -1.076 -0.390
H 2.499 -2.485 -0.448
H 2.237 0.896 0.689
H 2.522 -0.293 1.400
O -0.174 -1.214 2.586
S -0.112 -2.586 2.549
N -0.496 -2.578 0.676
```

Values from the calculation:
Gap between HOMO and LUMO (alpha / beta) ... 7.09 / 7.01 eV
LUMO (alpha / beta) ... -9.02 / -9.09 eV
Total charge ... +2
Highest occupied orbital energy (alpha / beta) ... -16.106 / -16.100 eV
E_tot ... -149748.61039 eV

Results of the Mulliken charge analysis, in e, for atoms 1 through 8: Ga 0.8553; C -1.1712; C 0.6492; C -0.1735; C -0.4238; C 0.2084; Br -0.1252; N 0.1420

Question: E_tot of number 5 (C31H38N2P2PtSe3Si2Te)?
Answer: -276661.73594 eV

Question: Which value of E_tot does entry 1 give?
Answer: -120048.95305 eV

Question: The lowest E_tot belongs to which entry?
Answer: C31H38N2P2PtSe3Si2Te

Question: Which of these has the highest E_tot?
Answer: C8H18N2